Formula: C26H27N7O2S4Ta
Source: the OMol25 dataset
Level of theory: ωB97M-V/def2-TZVPD

Atoms and positions in Å:
Ta 0.02 0.00 -0.84
S -4.68 4.01 2.40
S -3.63 2.54 0.09
S 0.12 -0.61 -3.20
S -1.27 1.85 -1.65
O -1.19 -1.22 -0.02
O -1.32 -2.50 4.05
N -0.26 -1.02 2.06
N -1.36 3.66 0.37
N 0.01 -3.25 -3.30
N 0.52 -0.19 1.30
N 1.86 1.13 -0.44
N -2.20 4.27 1.25
N 2.11 -2.28 -3.75
C -0.32 5.56 2.03
C 0.29 -5.64 -2.65
C 3.02 -3.44 -3.85
C -2.17 -2.47 1.77
C -4.11 -3.84 1.29
C -2.58 6.34 2.49
C 4.12 2.60 0.17
C 0.84 -2.23 -3.40
C -2.19 -2.90 3.12
C 2.50 1.81 -1.40
C -3.18 -3.81 3.54
C 2.32 1.19 0.85
C -0.69 7.57 3.31
C 4.42 -3.02 -3.44
C 3.64 2.56 -1.13
C -1.71 5.39 1.94
C 0.14 -4.64 -3.78
C -3.16 -2.97 0.87
C -1.98 2.74 -0.29
C -4.11 -4.26 2.64
C 0.18 6.64 2.72
C -2.06 7.41 3.18
C 3.44 1.91 1.18
C 1.53 0.41 1.81
C -1.18 -1.57 1.31
C -3.47 3.74 1.32
H -3.65 6.27 2.34
H 5.07 -3.89 -3.45
H 2.65 -4.23 -3.19
H 2.08 1.75 -2.40
H 0.35 4.84 1.59
H -0.56 -5.60 -1.97
H 4.83 -2.29 -4.14
H 1.25 6.78 2.81
H 0.95 -4.68 -4.49
H -2.74 8.15 3.60
H -0.78 -4.83 -4.35
H -3.14 -2.63 -0.15
H 4.13 3.09 -1.93
H -0.29 8.43 3.83
H -0.69 -1.86 3.68
H 4.43 -2.59 -2.44
H 2.53 -1.38 -3.94
H -4.87 -4.96 2.98
H -4.86 -4.21 0.61
H -3.18 -4.13 4.57
H 1.79 0.32 2.86
H -0.90 -3.00 -2.93
H 0.33 -6.65 -3.07
H 3.79 1.93 2.20
H 1.20 -5.47 -2.08
H 3.01 -3.81 -4.88
H 5.01 3.17 0.41

Computed properties:
- Total energy: -3189.59156 hartree
- Gap between HOMO and LUMO (spin up / spin down): 3.1 / 3.1 eV
- Net charge: +3
- Lowest unoccupied orbital energy (spin up / spin down): -11.5 / -11.5 eV


Formula: C26H27S
Source: the OMol25 dataset
Level of theory: ωB97M-V/def2-TZVPD

Atoms and positions in Å:
S 1.72 -1.56 2.90
C -0.84 1.70 -1.32
C -2.98 0.79 -0.31
C 1.31 -5.12 -2.18
C 1.25 2.91 -1.28
C -1.67 0.55 -0.93
C 3.43 -1.24 2.50
C -5.46 1.24 0.88
C 1.59 -2.76 -2.48
C 1.69 1.20 3.02
C 2.07 -4.05 -2.61
C -5.35 0.35 -0.17
C -0.11 -1.16 -1.75
C 0.50 1.81 -0.92
C 0.34 -2.52 -1.91
C -4.34 1.91 1.34
C 1.42 -0.07 3.84
C -1.25 -0.78 -1.12
C -0.62 3.81 -2.47
C 3.17 1.29 2.59
C 0.07 -4.90 -1.62
C -0.41 -3.62 -1.48
C -3.12 1.71 0.74
C 0.69 3.91 -2.05
C -4.13 0.12 -0.76
C -1.39 2.74 -2.09
C 3.61 0.08 1.75
H -1.88 -1.55 -0.70
H -2.41 2.67 -2.40
H 0.92 1.05 -0.30
H -2.24 2.22 1.10
H -4.04 -0.56 -1.58
H 2.27 3.00 -0.94
H 2.19 -1.93 -2.81
H 1.39 2.09 3.58
H 4.65 0.19 1.41
H -4.42 2.58 2.19
H -1.05 4.58 -3.09
H 3.35 2.23 2.03
H 1.69 -6.13 -2.28
H 0.52 -0.40 -2.16
H 0.38 -0.10 4.19
H 3.05 -4.22 -3.04
H 4.00 -1.23 3.44
H -1.38 -3.48 -1.04
H 3.00 0.04 0.83
H -0.52 -5.74 -1.28
H 3.80 -2.09 1.93
H 1.29 4.75 -2.35
H -6.23 -0.17 -0.54
H 3.81 1.37 3.48
H 1.06 1.18 2.13
H -6.41 1.40 1.35
H 2.05 -0.10 4.73

Computed properties:
- Relative energy (zero: lowest compared OMol25 entry of this formula, charge and spin): 0.00 kcal/mol
- Total energy: -1404.88420 hartree
- Gap between HOMO and LUMO: 5.2 eV
- Net charge: +1
- Lowest unoccupied orbital energy: -5.4 eV


Formula: C26H28AsCeN8S7
Source: the OMol25 dataset
Level of theory: ωB97M-V/def2-TZVPD

Atoms and positions in Å:
Ce -0.67 0.10 1.02
As -3.88 0.17 2.44
S -2.62 -1.61 1.99
S 2.45 -0.23 0.80
S -4.47 0.10 4.48
S -5.50 0.31 1.03
S -1.59 3.93 -1.19
S -2.48 1.87 2.10
S 1.11 0.49 3.38
N 0.53 3.02 1.24
N -2.35 -0.02 -1.05
N 3.74 -0.85 5.78
N 0.29 -1.77 -1.03
N 0.35 -2.41 1.64
N 5.52 -1.88 2.00
N 0.79 1.82 -1.29
N -4.26 0.33 -2.11
C 1.05 -2.82 -0.62
C 0.92 -2.22 -3.29
C 0.22 -1.50 -2.31
C 1.10 -3.14 0.79
C 2.00 -4.43 2.60
C -0.21 4.26 1.29
C 2.70 -4.93 0.26
C 1.71 -3.26 -2.89
C 0.39 -2.70 2.92
C 1.79 -3.58 -1.53
C -4.04 -1.04 -2.12
C -3.26 0.88 -1.41
C -0.51 3.52 -2.58
C 3.55 -0.72 3.21
C 1.93 -4.18 1.22
C 2.47 -0.16 2.52
C -0.53 4.88 -0.07
C 1.84 2.76 -0.88
C -5.50 0.99 -2.43
C 2.63 -4.66 -1.05
C 1.84 3.09 0.63
C -2.87 -1.23 -1.47
C 1.23 -3.70 3.45
C 4.63 -1.35 2.52
C 0.17 2.15 -2.56
C 3.62 -0.78 4.63
H -3.23 1.92 -1.14
H -1.13 4.09 1.84
H -0.58 1.39 -2.77
H -2.38 -2.16 -1.23
H 0.89 2.15 -3.40
H 2.84 2.40 -1.15
H -5.30 2.00 -2.79
H 0.21 4.33 -2.71
H 2.31 4.08 0.76
H -6.01 0.43 -3.21
H 2.28 -3.83 -3.61
H 0.82 -1.94 -4.33
H 1.69 3.68 -1.44
H 0.39 5.14 -0.61
H -0.43 -0.68 -2.59
H -1.15 3.56 -3.47
H 2.47 2.36 1.14
H 1.18 0.88 -1.31
H 0.37 5.04 1.83
H -6.12 1.04 -1.53
H 0.62 2.64 2.18
H -0.27 -2.12 3.56
H 3.35 -5.72 0.63
H 2.67 -5.20 2.97
H -4.76 -1.72 -2.53
H -1.05 5.82 0.12
H 1.26 -3.85 4.52
H 3.21 -5.22 -1.77

Computed properties:
- Relative energy (zero: lowest compared OMol25 entry of this formula, charge and spin): 5.85 kcal/mol
- Multiplicity: 2
- Total energy: -6944.14042 hartree
- Gap between HOMO and LUMO: 5.1 eV
- Net charge: -2
- Lowest unoccupied orbital energy: 3.7 eV


> Which of these has the highest net charge?

C26H27N7O2S4Ta


> net charge of number 1 (C26H27N7O2S4Ta)?

+3


> The lowest total energy belongs to which entry?

C26H28AsCeN8S7